1.
C37H34BrCeN9O4S | the ωB97M-V functional and the def2-TZVPD basis

The geometry in ORCA input format:
```
! RIJCOSX wB97M-V def2-TZVPD def2/J DEFGRID3
* xyz 1 2
C 6.3278 -2.7479 -0.9756
H 6.8228 -3.1070 -1.8719
C 1.4633 2.2678 2.5096
H -1.2332 0.3082 4.8059
O -1.5398 1.7314 -1.1940
H -6.7329 0.4394 -2.8577
C -2.0659 0.6261 -4.6481
C 5.0282 -1.8802 1.2758
N -5.9789 0.1029 -2.2621
O -0.9419 -0.3352 2.8418
O -3.0890 1.0688 1.0867
Ce -0.8048 0.1403 0.2693
C 0.2659 -3.1083 1.4868
C 1.5926 4.6759 2.4790
C -2.1396 1.7268 -2.3331
H 4.5925 -2.0851 -2.0743
H 1.7092 0.2034 2.3177
N -2.4469 -1.8703 0.4975
H -5.8212 -0.8810 -2.3242
C -4.7246 2.4980 -0.0292
H 3.4054 -3.8491 1.0333
C 3.0893 1.7214 -1.8461
H -6.2926 3.9899 -1.5054
C -6.3784 2.9895 -1.9631
C 0.5592 4.7213 1.5585
H -2.1052 -2.9277 -1.2253
H 1.3350 -0.2168 4.7556
N 0.6630 -1.9954 0.8815
H -5.9060 3.1038 -2.9791
H 2.8051 1.0653 3.4182
N 0.4229 2.2858 1.5761
H 6.9259 -2.3455 2.2884
C 2.0085 3.4287 2.9824
C 4.3812 -1.7944 0.0418
O -3.0120 2.4956 -2.6594
H -0.9829 1.5906 3.5490
C -5.3712 0.7633 -1.2912
H -3.1842 -1.0459 2.2881
C -3.1747 -1.9071 1.5720
C 2.3979 -3.4770 1.1077
C -0.4050 -1.1988 -3.5859
H -2.7403 1.3792 -5.0281
C 0.8561 0.6480 4.2814
Br 0.8223 -2.4388 -2.7891
C -1.6939 0.6332 -3.2927
H -0.7658 -3.2532 1.7579
C 5.0248 -2.2235 -1.1026
H -4.0042 3.2867 -0.3457
H -2.0142 -0.4792 -6.4234
H 4.4728 -1.5958 2.1358
C 0.0534 3.4530 1.0664
C 2.7350 -0.0720 -0.5623
C 1.7334 1.6613 -1.4258
C 3.7075 0.6976 -1.2300
C -3.5893 -3.8381 0.1704
C 1.3009 -4.0571 1.7117
C -1.6056 -0.3887 -5.4371
C 1.7733 0.9808 3.1046
N 9.2392 -3.9341 0.5500
H 1.9508 5.6117 2.8627
H 0.9036 2.3644 -1.6166
H -4.0545 -4.6956 -0.2476
N -4.4407 0.2216 -0.4870
H -5.2315 2.9230 0.8564
C -2.6618 -2.9503 -0.2980
H -0.2578 -2.1204 -5.4801
C 7.0167 -2.7725 0.2144
H -0.7200 3.5071 0.3096
H -7.3866 2.6752 -1.9890
N -5.5627 2.0832 -1.1364
C 8.3029 -3.3350 0.3245
H -0.5779 -1.1994 3.0200
N 1.5373 0.6210 -0.6432
S -4.1565 -3.2534 1.6596
N -0.8631 -0.2492 -2.7772
H 0.9277 1.5142 5.0070
C 2.9845 -1.3155 0.0337
H 2.6764 3.3726 3.8445
C 2.0056 -2.2024 0.5961
H 3.5708 2.4702 -2.4405
H 4.7411 0.3890 -1.4860
C -3.9941 1.1799 0.2663
C -0.6743 -1.2911 -4.9552
C -0.6088 0.6259 3.9161
C 6.3563 -2.3664 1.3565
H 0.2590 5.5946 1.0251
H 1.1875 -5.0334 2.1260
*
```

## Properties
<S²>	0.751
largest force on an atom	3.09	eV/A
E	-154327.833	eV


2.
C2H6N2O | the ωB97M-V functional and the def2-TZVPD basis

The geometry in ORCA input format:
```
! RIJCOSX wB97M-V def2-TZVPD def2/J DEFGRID3
* xyz 0 1
N 0.6684 1.3156 0.5111
H -0.7447 -1.0114 -1.3897
C 0.6990 -0.0820 0.9452
H -1.7636 -1.7922 -0.2831
H 1.2887 -0.4646 1.6640
H -1.8908 0.1170 -0.3317
C -1.2256 -0.8944 -0.5194
N -0.2194 -0.9994 0.4918
O 0.6744 1.2042 -0.9196
H 1.2650 0.4813 -1.0367
H 1.2487 2.1260 0.8681
*
```

## Properties
energy above the lowest of the compared OMol25 structures with the same formula, charge and spin	117.7	kcal/mol
largest force on an atom	8.05	eV/A
E	-7194.685	eV
SMILES	C/N=C\NO


3.
C3H9NO2S | the ωB97M-V functional and the def2-TZVPD basis

The geometry in ORCA input format:
```
! RIJCOSX wB97M-V def2-TZVPD def2/J DEFGRID3
* xyz 0 1
N 1.5850 0.6386 -0.7025
O -1.7585 -0.9465 1.2187
H 2.1052 -0.2150 -0.7246
H -0.4402 -1.6706 -1.6538
O 0.6224 -1.5687 0.9609
H 0.9697 1.0582 1.6066
H -1.8287 -0.8683 -1.5906
H 1.6100 0.9739 -1.6502
H -0.4620 1.4174 1.8304
H 0.4169 0.4093 3.1529
H -0.7467 1.3333 -0.4725
C -0.4303 0.2217 -0.6182
C -0.7703 -0.6415 -1.7005
H -0.6479 -0.2154 -2.7333
C 0.1636 0.6616 2.1119
S -0.3883 -0.5880 0.9648
*
```

## Properties
energy above the lowest of the compared OMol25 structures with the same formula, charge and spin	108.7	kcal/mol
largest force on an atom	6.70	eV/A
E	-19673.697	eV


4.
C25H33I2N3O8PtSbSi3 | the ωB97M-V functional and the def2-TZVPD basis

The geometry in ORCA input format:
```
! RIJCOSX wB97M-V def2-TZVPD def2/J DEFGRID3
* xyz -1 1
H 1.9617 -1.2436 4.1352
Si 2.4015 -1.5832 1.7211
Sb 0.2156 -0.5251 0.9654
O 5.3537 4.9230 -2.5015
H 2.3268 2.3591 2.2530
C 2.2910 -2.0874 3.5236
H 1.5823 5.7615 -2.5826
N -1.7367 -0.6135 -2.3975
H -1.3930 2.4969 -0.0312
Pt 0.2173 -0.4323 -2.0178
O 0.1117 -2.4745 -2.0977
C -2.8492 -4.5777 -2.3831
C -1.4985 -4.2141 -2.2593
C -2.5945 0.3664 -2.4984
H -5.4913 -1.3830 -2.6971
C 2.5762 -3.0733 0.6363
H 3.2635 -2.4282 3.9030
C 2.4865 1.9905 -2.2170
C -1.1018 -2.8813 -2.2480
C -4.4312 -1.1773 -2.6205
C 0.8305 3.7768 -2.4038
H -1.4810 -3.7011 0.5047
H -3.1098 -5.6274 -2.3809
H -1.6500 -0.8405 4.4396
Si -0.0403 1.8115 1.9292
H 3.5114 -3.6046 0.8417
I -0.0398 -5.6676 -2.0150
H -2.4120 2.0413 1.3465
O 4.2387 0.4218 -2.0056
O 0.1249 1.5734 -2.1115
C 1.1011 2.3755 -2.2455
O 3.8740 6.4834 -2.5813
C -1.5448 -1.8509 4.0403
H -2.1783 1.3684 -2.4929
C 3.0257 0.5663 -2.0040
N -0.5493 4.2979 -2.4909
H -4.0519 -1.7355 2.0272
H -1.6115 3.6240 1.3245
C -3.2230 -1.1460 1.6204
I -5.8211 -4.2776 -2.6324
C -1.4985 2.5675 1.0577
Si -1.5813 -1.8548 2.1646
O 2.2191 -0.4098 -1.7542
H 1.5750 -2.9041 3.6562
C -1.4339 -3.6255 1.5967
H 0.3729 1.2201 4.3052
O -1.4732 3.5092 -2.5783
H -1.3573 1.4420 3.9994
O -0.6950 5.5093 -2.5602
C 3.4588 2.9561 -2.3179
C -0.3611 1.8337 3.7769
H -2.2420 -4.2340 2.0174
C -3.9768 0.1034 -2.6144
C 3.8006 -0.3832 1.5212
H -0.6050 -2.2624 4.4152
H 2.5695 -2.7614 -0.4123
H -3.3122 -1.1377 0.5279
H -2.3669 -2.4613 4.4358
C 1.5382 2.7452 1.6029
H 1.8751 2.6401 0.5660
H 3.9316 -0.0904 0.4743
C -3.5159 -2.2560 -2.5151
N 4.2014 5.3112 -2.5046
H 1.7393 -3.7606 0.7867
H 1.4120 3.8132 1.8122
C -2.1569 -1.9146 -2.4015
H 3.6229 0.5130 2.1193
H -0.4798 -4.0543 1.9168
H -4.6630 0.9362 -2.6901
C -3.8370 -3.6349 -2.5029
H -3.3311 -0.1165 1.9736
C 1.8315 4.7178 -2.4813
H 4.7348 -0.8428 1.8623
C 3.1371 4.3042 -2.4382
H 4.4897 2.6347 -2.2901
H -0.3077 2.8552 4.1766
*
```

## Properties
energy above the lowest of the compared OMol25 structures with the same formula, charge and spin	4.7	kcal/mol
largest force on an atom	0.95	eV/A
E	-96931.409	eV


5.
Br2H2N2 | the ωB97M-V functional and the def2-TZVPD basis

The geometry in ORCA input format:
```
! RIJCOSX wB97M-V def2-TZVPD def2/J DEFGRID3
* xyz 0 1
Br -0.0101 1.7876 1.4007
N 0.4560 -0.4605 0.0431
Br -0.0503 -1.7950 -1.2710
N -0.4262 0.6157 0.0261
H -1.3915 0.1381 0.1413
H 1.4221 -0.2860 -0.3402
*
```

## Properties
energy above the lowest of the compared OMol25 structures with the same formula, charge and spin	23.4	kcal/mol
largest force on an atom	3.59	eV/A
E	-143094.397	eV
SMILES	BrNNBr


6.
C14H10IN4SSn | the ωB97M-V functional and the def2-TZVPD basis

The geometry in ORCA input format:
```
! RIJCOSX wB97M-V def2-TZVPD def2/J DEFGRID3
* xyz 1 1
C -0.0691 -2.1135 -2.5743
N 0.0001 -1.3735 -0.3165
H -0.2373 3.4593 3.1627
C -0.0061 -2.3613 -1.2054
H -0.4725 4.2550 0.7920
N 0.0048 0.5212 1.5815
C -0.1238 0.9341 0.3080
N -0.4551 2.1117 -3.6499
H 2.4885 -2.2413 3.0063
S -0.6237 3.7043 -3.4988
C -0.3992 2.6275 -1.4177
I 2.7614 -3.7464 0.8292
C -0.1925 0.2248 -2.0763
H -0.2241 -0.5712 -4.0675
C -0.1608 -0.8130 -3.0137
H -0.0537 -2.9441 -3.2651
H -2.3938 -2.5881 1.6343
C -0.2885 2.2777 -0.0104
H -1.5584 -3.6269 2.8225
H 0.0728 1.0283 3.5743
C 2.1864 -2.0537 1.9811
H 0.0213 -3.3689 -0.8097
H 2.6868 -1.1765 1.5848
C -0.3344 3.2083 1.0312
C -0.0970 -0.0969 -0.7300
N -0.5566 3.8499 -1.8982
C -1.4682 -3.1244 1.8582
C -0.2078 2.7712 2.3307
C -0.0368 1.4109 2.5668
Sn 0.0783 -1.8139 1.8933
C -0.3410 1.6292 -2.4235
*
```

## Properties
energy above the lowest of the compared OMol25 structures with the same formula, charge and spin	0.0	kcal/mol
largest force on an atom	0.68	eV/A
E	-45400.733	eV


7.
C40H27AsF13N7O2SV | the ωB97M-V functional and the def2-TZVPD basis

The geometry in ORCA input format:
```
! RIJCOSX wB97M-V def2-TZVPD def2/J DEFGRID3
* xyz -1 3
H 0.4272 -4.3209 -2.5106
N -0.1663 -0.8736 -2.1882
F 0.0769 -4.4360 2.2436
C -1.3594 -0.7703 -2.6525
H 0.3931 6.4911 4.0346
F -3.7011 -2.5362 0.1220
C -4.0522 -3.3788 -3.0615
H 3.6591 1.1411 -2.6755
F -4.1195 0.1797 -0.5118
N 2.6580 1.1996 -2.6708
H 4.0613 3.7699 -0.0303
N 1.1840 1.1754 0.3581
C 4.0265 5.2180 -1.6219
N 0.7528 -1.8886 1.4582
C 2.3399 -5.0084 -1.9297
C 2.3738 -1.6119 3.6283
C -3.0952 -3.2607 1.0847
C -1.2423 -4.2015 2.0898
H -2.0639 1.2185 -2.6693
C -1.8430 4.9067 2.0528
C 3.2349 6.0340 -2.4135
C 1.9423 -2.5181 1.4609
F -1.7901 -0.3930 -0.0038
C 3.4489 4.4202 -0.6407
F 2.4393 -5.8065 -3.0177
F -4.2179 -5.4746 3.7061
C -2.2724 -4.1580 -1.6944
H 0.2122 5.2718 -1.0884
H -3.8948 -1.3215 -3.6485
C 1.9967 0.0185 -2.6070
S 2.7327 -1.4446 -2.8347
C -1.3658 5.7323 3.0566
C 1.8593 6.0497 -2.2157
O 0.0370 2.5016 -1.1274
C 0.8783 5.1342 2.4515
C -3.4451 -4.4197 -2.3820
C -3.4360 -2.1374 -3.1167
H -1.7845 -4.8962 -1.0723
H -1.3516 3.5393 0.4747
O 2.7573 0.6165 1.9831
C 0.7845 2.3241 -0.1350
F 4.3404 -4.0921 0.8773
C 0.4043 4.2971 1.4427
C 3.2819 -4.1329 0.0327
H 5.1002 5.1947 -1.7645
H 0.3222 1.1222 -2.0615
H 1.2294 6.6804 -2.8311
C 1.2841 5.2603 -1.2348
N -1.6957 -2.9632 -1.7278
C 1.1357 -0.9926 3.6144
C 2.1535 1.4355 1.3093
C -2.2169 -1.9821 -2.4743
C 3.4129 -4.9594 -1.0651
C 2.0739 4.4361 -0.4357
N 0.6531 0.2006 -2.4519
H 4.3131 -5.5314 -1.2318
C 2.7891 -2.3747 2.5556
C 1.4201 3.5316 0.5966
H 0.7885 -0.3794 4.4325
F -5.2834 -3.8333 1.8122
H -2.9097 4.7917 1.9047
C -0.9658 4.1963 1.2420
H 2.2342 2.0452 -2.3151
H -2.7434 0.2281 -3.9730
H -3.8846 -5.4054 -2.3340
F -4.1628 1.9207 1.2697
H -1.0561 0.7814 -4.0501
N 2.3713 2.8090 1.4132
H -5.0043 -3.5288 -3.5536
F -1.5163 -5.7481 3.8733
F -3.4842 -0.4163 1.7915
H 2.7402 3.1509 2.2827
C -3.4203 -4.7874 2.8849
C -2.0464 -4.9203 2.9628
H -0.6227 -0.6843 2.3979
H 3.0306 -1.4936 4.4808
H 1.9465 5.2437 2.6075
C 0.0049 5.8475 3.2545
H 3.6810 6.6540 -3.1813
C -1.7148 -3.3222 1.1315
C 0.3516 -1.1490 2.4930
V -0.4533 -2.0768 -0.2297
C 2.1434 -3.3778 0.2828
As -3.0156 0.7988 0.6620
C -1.8500 0.4258 -3.3923
H -2.0555 6.2775 3.6891
C 1.0795 -3.4409 -0.6374
C -3.9546 -3.9495 1.9245
H 3.7482 -2.8622 2.5616
F -2.4557 1.9294 -0.5270
F -1.7868 1.3290 1.7484
C 1.1902 -4.2696 -1.7446
*
```

## Properties
energy above the lowest of the compared OMol25 structures with the same formula, charge and spin	25.2	kcal/mol
<S²>	2.021
largest force on an atom	0.88	eV/A
E	-189140.952	eV


8.
C14H21Cl2CoN2O2S5 | the ωB97M-V functional and the def2-TZVPD basis

The geometry in ORCA input format:
```
! RIJCOSX wB97M-V def2-TZVPD def2/J DEFGRID3
* xyz 2 1
S 0.8703 -1.4669 3.1102
C -2.6605 -2.7169 0.0925
H 0.9854 4.6194 -5.4648
H -3.4808 -3.4357 0.1404
H 0.8373 0.1035 4.9148
H -0.8274 -2.7244 4.2871
C 1.0948 3.6999 -4.9166
C -0.7746 -3.5665 2.2893
C 2.0186 -0.7805 0.2005
C 0.1420 -0.0912 4.0974
H -0.0679 -3.6819 1.4643
Cl 4.0085 0.6131 -0.9856
Co -0.2990 -0.9783 0.9152
S 1.4035 -0.1301 -2.7476
H -1.2312 -4.5292 2.5273
H -0.7925 3.8225 -3.8589
H -1.8370 -3.1402 -0.4841
C -0.0129 1.1583 3.2405
H -1.4769 2.9687 0.9033
C -2.1806 1.4020 -0.4097
C -3.1513 -1.4010 -0.4980
C -1.2201 1.9422 0.6382
C 1.2771 1.3571 -3.5210
H 3.0231 3.1473 -5.7113
H 3.0946 1.1493 -4.4597
H 3.8858 -1.6888 -0.4581
N 2.2853 1.7577 -4.3599
S -2.1013 -2.3827 1.8096
C 0.1090 3.2506 -4.0227
H 0.8756 1.3463 2.6367
O 1.4062 0.2733 0.4559
C 3.5211 -0.7655 -0.0062
H -0.1836 1.8834 0.3053
S -1.7331 -0.3090 -0.9497
S -1.4388 0.8958 2.1286
H -0.8177 -0.4099 4.5016
N 0.2044 2.1305 -3.3514
H -3.7992 -0.8762 0.2033
H -3.2027 1.3863 -0.0341
C -0.1001 -2.9745 3.5182
C 2.2032 2.9037 -5.0533
H 0.6177 -3.6850 3.9270
Cl 4.1751 -0.6396 1.6501
H -2.1301 2.0129 -1.3109
H -0.2339 2.0255 3.8657
O 1.4213 -1.8794 0.1962
H -3.7068 -1.5960 -1.4153
*
```

## Properties
energy above the lowest of the compared OMol25 structures with the same formula, charge and spin	59.0	kcal/mol
largest force on an atom	3.10	eV/A
E	-138766.800	eV